No. 1
The following is a DFT calculation (ωB97M-V/def2-TZVPD) of one molecule with the formula C3H4N2O3.

```
12
Properties=species:S:1:pos:R:3:forces:R:3
O 2.1959 0.0989 -0.3718 1.970 -0.527 1.447
O -1.5882 0.7533 -0.2623 0.935 -1.196 1.704
O 0.2621 1.7646 0.3260 -0.813 0.423 -0.610
N -1.1101 -1.3770 0.0141 1.915 1.340 1.268
N -2.0210 -0.5321 -0.0222 -3.324 -2.199 -2.026
C -0.3027 0.5996 0.0073 0.822 4.190 0.465
C 0.1336 -0.6344 0.1258 -2.848 -2.155 -0.976
C 1.5415 -1.0040 0.2300 -0.822 1.221 2.583
H 2.0178 0.1057 -1.2934 -0.275 -0.146 -1.370
H 1.1917 1.6053 0.3682 1.426 -0.075 0.009
H 1.7852 -1.0649 1.3320 0.323 0.626 -1.041
H 1.7307 -1.9846 -0.0643 0.689 -1.503 -1.452
```
Forces are in eV/Å.

Values from the calculation:
F_max = 4.47 eV/A
DFT total energy = -451.83816 hartree
LUMO energy = 0.4 eV
SMILES = OCc1nnoc1O
Net charge = 0

For reference, the Mulliken charges in units of e are: number 1, O, carries -0.5908; number 2, O, carries -0.1246; number 3, O, carries -0.5069; number 4, N, carries -0.2485; number 5, N, carries -0.2574; number 6, C, carries 0.6724; number 7, C, carries 0.2252; number 8, C, carries -0.4933; number 9, H, carries 0.3349; number 10, H, carries 0.3928; number 11, H, carries 0.2206; number 12, H, carries 0.3756

No. 2
The following is a DFT calculation (ωB97M-V/def2-TZVPD) of one molecule with the formula C10H11N2O2P.

```
26
Properties=species:S:1:pos:R:3:forces:R:3
P 1.1513 -1.1930 -0.4797 1.390 0.720 -1.077
O 0.8687 -0.5733 0.9252 -0.326 0.284 -0.004
O 0.8484 -2.6469 -0.7014 1.517 2.076 0.642
N 2.7333 -0.0972 -0.3890 -1.340 -3.484 0.032
N 4.4238 0.8321 0.6605 0.970 1.181 0.455
C -3.4042 1.1999 0.3541 -0.765 -0.243 -0.020
C 3.2027 0.9136 -1.1749 -2.662 0.873 -3.021
C 4.1737 1.5428 -0.4784 -1.382 -2.958 0.208
C -0.3675 -0.8454 1.5746 -0.545 0.143 1.240
C -2.9692 -0.5213 -1.1907 -0.412 0.538 -1.318
C 3.5645 -0.1263 0.7061 0.022 2.467 -3.052
C -1.9418 -0.9664 -0.4368 -0.124 1.854 2.466
C -3.7651 0.5745 -0.7930 -0.305 -2.001 -1.032
C -2.3292 0.7732 1.1383 0.399 0.432 -0.167
C -1.5806 -0.3266 0.8151 -0.062 -1.231 -2.007
H -0.2225 -0.2708 2.5386 -0.583 -1.174 -0.777
H 3.5622 -0.7006 1.5123 -0.727 -2.980 2.960
H -2.0072 1.4075 1.9259 0.021 0.263 0.998
H 4.6444 2.3674 -0.7929 1.981 2.834 -0.727
H -3.0148 -1.0006 -2.1753 -0.733 0.220 0.351
H -4.7265 0.7340 -1.3178 0.886 0.458 0.291
H 0.4204 -0.4880 -1.4435 0.486 0.290 0.037
H -1.4155 -1.7351 -0.8688 1.366 -1.929 -0.325
H -0.3618 -1.9572 1.6444 -0.627 0.796 0.649
H 2.6338 1.1700 -2.1742 1.474 -0.492 2.278
H -4.1212 1.9336 0.6212 0.080 1.062 0.920
```
Forces are in eV/Å.

Values from the calculation:
F_max = 4.26 eV/A
DFT total energy = -988.97270 hartree
LUMO energy = 0.5 eV
SMILES = O=[P@@H](OCc1ccccc1)n1ccnc1
Net charge = 0

For reference, the Mulliken charges in units of e are: number 1, P, carries 0.5633; number 2, O, carries -0.1322; number 3, O, carries -0.6347; number 4, N, carries 0.0646; number 5, N, carries -0.6196; number 6, C, carries -0.5000; number 7, C, carries -0.0362; number 8, C, carries -0.5974; number 9, C, carries -0.8803; number 10, C, carries -0.6021; number 11, C, carries -0.1773; number 12, C, carries -0.4293; number 13, C, carries -0.4542; number 14, C, carries -0.5450; number 15, C, carries 0.7049; number 16, H, carries 0.3089; number 17, H, carries 0.5504; number 18, H, carries 0.3727; number 19, H, carries 0.4888; number 20, H, carries 0.3244; number 21, H, carries 0.3431; number 22, H, carries 0.1250; number 23, H, carries 0.8165; number 24, H, carries 0.3403; number 25, H, carries 0.2588; number 26, H, carries 0.3464

No. 3
The following is a DFT calculation (ωB97M-V/def2-TZVPD) of one molecule with the formula C4H7NO2.

```
14
Properties=species:S:1:pos:R:3:forces:R:3
O 0.0791 1.1344 -0.3758 0.006 0.068 0.059
O -1.0615 -0.6586 2.0818 0.056 0.787 0.045
N -1.3226 -0.5745 -0.8415 0.448 0.052 -0.176
C -1.0623 0.4849 1.6917 0.030 -0.435 0.192
C 0.1669 1.1229 1.0479 0.176 0.048 0.155
C -0.1475 -0.1184 -0.8945 -0.238 -0.347 -0.066
C 1.0956 -0.7964 -1.4086 0.043 -0.081 -0.130
H 1.0527 0.5671 1.3801 -0.076 -0.015 -0.065
H 1.8405 -0.0733 -1.7501 -0.172 -0.040 0.121
H 0.2775 2.1715 1.3340 -0.118 -0.126 0.071
H 1.5391 -1.4063 -0.6115 -0.055 0.167 -0.089
H 0.8515 -1.4592 -2.2387 -0.007 -0.026 0.066
H -1.3501 -1.5285 -1.1982 -0.073 0.102 -0.114
H -1.9497 1.1381 1.7887 -0.021 -0.154 -0.070
```
Forces are in eV/Å.

Values from the calculation:
F_max = 0.79 eV/A
DFT total energy = -361.80678 hartree
LUMO energy = 0.8 eV
SMILES = [H]/N=C(\C)OCC=O
Net charge = 0

For reference, the Mulliken charges in units of e are: number 1, O, carries -0.3912; number 2, O, carries -0.4543; number 3, N, carries -0.6310; number 4, C, carries 0.1458; number 5, C, carries -0.4823; number 6, C, carries 0.8591; number 7, C, carries -1.1504; number 8, H, carries 0.2955; number 9, H, carries 0.3343; number 10, H, carries 0.2854; number 11, H, carries 0.2658; number 12, H, carries 0.3842; number 13, H, carries 0.2055; number 14, H, carries 0.3335

No. 4
The following is a DFT calculation (ωB97M-V/def2-TZVPD) of a 2-piece molecular cluster, C2H5NO overall.

```
9
Properties=species:S:1:pos:R:3:forces:R:3
O 0.1420 -0.6932 1.5606 0.031 -0.465 0.961
N 0.1469 -0.2426 0.4026 -0.440 0.724 -0.586
C 0.9098 -0.5467 -0.5642 2.150 -2.915 0.593
C -0.8677 0.8119 0.1109 -0.426 0.392 -0.027
H -0.3801 1.7544 -0.1304 0.069 -0.088 0.026
H 0.9189 -0.2376 -1.5815 -0.165 0.287 -0.371
H -1.4994 0.4994 -0.7182 0.068 -0.033 0.021
H 2.0990 -2.2730 -0.0895 -1.448 2.210 -0.570
H -1.4694 0.9274 1.0099 0.161 -0.113 -0.048
```
Forces are in eV/Å.

Values from the calculation:
F_max = 3.67 eV/A
DFT total energy = -208.93825 hartree
LUMO energy (alpha / beta) = -0.7 / -0.4 eV
Net charge = 0

For reference, the Mulliken charges in units of e are: number 1, O, carries -0.6427; number 2, N, carries 0.4328; number 3, C, carries -0.2975; number 4, C, carries -0.9283; number 5, H, carries 0.3321; number 6, H, carries 0.2941; number 7, H, carries 0.3425; number 8, H, carries 0.1455; number 9, H, carries 0.3215

No. 5
The following is a DFT calculation (ωB97M-V/def2-TZVPD) of C7H6BF4N5OPdS3 as an isolated structure.

```
28
Properties=species:S:1:pos:R:3:forces:R:3
Pd -0.0820 -0.3914 1.1660 -0.232 0.346 -0.328
S -2.5713 -0.2276 5.3534 0.200 -0.075 -0.191
S 2.0377 0.3380 1.0153 0.094 0.121 0.108
S -0.2158 1.8817 0.8937 0.170 0.000 -0.140
F 1.2791 -3.5471 -2.0879 -0.005 0.039 -0.030
F 0.4068 -2.3684 -0.3078 0.031 -0.149 0.005
F -0.2890 -1.8913 -2.4437 0.201 -0.114 -0.188
F -0.9109 -3.8710 -1.4639 0.075 0.047 -0.018
O -2.2274 -0.7205 0.6288 0.050 -0.200 0.244
N -0.6794 -0.9378 3.3687 -0.095 -0.173 0.230
N -3.3748 1.0818 -0.0560 0.053 0.002 0.072
N -2.1761 -0.2079 -1.5887 -0.172 0.118 0.169
N 1.1916 5.3823 0.2260 0.015 -0.040 0.002
N 4.8457 2.9690 0.5685 -0.039 0.005 0.000
C -2.5519 0.0200 -0.3096 0.024 0.152 -0.195
C 3.6920 3.0112 0.5857 0.153 -0.024 -0.004
C 1.5000 1.9480 0.8028 -0.015 -0.049 -0.007
C 2.2761 3.0813 0.6048 -0.104 -0.172 0.050
C 1.6744 4.3476 0.4007 -0.095 0.158 -0.019
C -3.6421 2.1457 -0.9949 0.035 -0.008 -0.023
C -1.4579 -0.6463 4.1868 -0.118 0.037 0.125
B 0.1314 -2.9451 -1.5774 -0.035 -0.158 0.207
H -2.0887 0.5805 -2.2055 -0.044 0.011 -0.026
H -3.3945 1.2979 0.9297 -0.070 -0.003 -0.026
H -2.7900 2.8210 -1.1265 0.007 -0.014 -0.013
H -3.9129 1.7212 -1.9617 -0.027 0.000 -0.013
H -4.4954 2.7257 -0.6464 0.020 0.014 0.031
H -1.4817 -0.9446 -1.7343 -0.076 0.127 -0.021
```
Forces are in eV/Å.

Values from the calculation:
F_max = 0.53 eV/A
DFT total energy = -2366.53084 hartree
LUMO energy = 4.5 eV
Net charge = -2

For reference, the Mulliken charges in units of e are: number 1, Pd, carries 0.2372; number 2, S, carries -0.5458; number 3, S, carries -0.2153; number 4, S, carries -0.2920; number 5, F, carries -0.3574; number 6, F, carries -0.2157; number 7, F, carries -0.4812; number 8, F, carries -0.3870; number 9, O, carries -0.7125; number 10, N, carries -0.4546; number 11, N, carries -0.1274; number 12, N, carries -0.3449; number 13, N, carries -0.5788; number 14, N, carries -0.5748; number 15, C, carries 0.5580; number 16, C, carries 0.0326; number 17, C, carries 0.7645; number 18, C, carries 0.1751; number 19, C, carries 0.0618; number 20, C, carries -0.9315; number 21, C, carries 0.1774; number 22, B, carries 0.3923; number 23, H, carries 0.2301; number 24, H, carries 0.3052; number 25, H, carries 0.2969; number 26, H, carries 0.3313; number 27, H, carries 0.3299; number 28, H, carries 0.3264